This record from the OMol25 dataset describes C8H13IrNP as an isolated structure. The level of theory is ωB97M-V with the def2-TZVPD basis set.

XYZ file:
```
24
Properties=species:S:1:pos:R:3:forces:R:3
H 1.472 0.078 -2.295 -0.34 0.27 -0.21
C -0.679 0.544 -2.912 4.31 -0.65 1.21
N -0.252 -0.913 1.598 -0.84 2.21 3.08
H 1.395 -3.242 -2.219 -0.43 -0.54 -0.31
C -0.347 -0.453 2.660 0.51 1.25 1.65
H 0.249 -4.603 -0.938 0.10 0.16 -0.46
H -2.335 1.941 -3.496 0.30 -0.07 0.05
C -1.286 1.781 -3.254 1.06 2.06 -0.38
C 0.636 0.484 4.762 0.00 0.07 -0.18
C 0.743 0.812 -2.643 -3.76 -2.30 -0.21
H -1.156 -0.429 -2.832 0.09 0.26 -0.03
H -0.870 -3.355 -2.375 0.61 -0.35 -0.16
C -0.278 2.799 -3.247 0.12 -0.59 0.30
Ir -0.049 -1.782 0.029 0.19 -0.66 -1.66
C -0.538 -0.251 4.088 -0.15 -0.07 0.14
H -0.675 -1.235 4.562 -0.14 0.06 0.05
H 0.687 1.517 4.404 0.06 -0.18 0.07
H 0.517 0.494 5.848 -0.10 -0.01 -0.09
H 1.586 -0.010 4.535 -0.19 0.08 0.00
H -1.467 0.324 4.200 0.15 -0.18 0.14
H 1.899 2.721 -2.687 -0.23 -0.09 -0.06
C 0.956 2.200 -2.827 -1.53 1.48 -0.84
H -0.408 3.845 -3.523 -0.04 -0.42 0.21
P 0.201 -3.266 -1.437 0.24 -1.79 -2.29
```
Forces are in eV/Å.

Properties
energy relative to the best compared isomer or geometry (same formula, charge and spin) = 0.0 kcal/mol
lowest unoccupied orbital energy (alpha / beta) = 0.64 / -1.81 eV
HOMO-LUMO gap (alpha / beta) = 4.653 / 6.023 eV
2S+1 = 5
electronic energy = -812.74298 hartree


This record from the OMol25 dataset describes C40H84AsF24N4O16 as an isolated structure. The level of theory is ωB97M-V with the def2-TZVPD basis set.

XYZ file:
```
169
Properties=species:S:1:pos:R:3:forces:R:3
H -20.456 9.566 -11.117 -0.77 0.04 0.28
C -24.499 15.884 -12.625 -0.20 -2.37 -0.83
C -16.946 12.594 -9.112 1.16 -0.93 1.34
O -25.713 9.776 -9.711 0.43 -0.53 0.43
F -20.547 20.436 -7.092 -0.53 0.24 -1.16
F -19.279 0.151 -7.461 0.83 -0.98 -0.71
H -23.730 18.575 -8.082 -0.17 -0.25 -0.01
H -19.050 10.240 -10.323 0.19 0.20 -0.43
H -15.558 10.795 -14.577 0.20 0.24 -0.40
H -21.445 8.935 -5.755 -0.32 -0.57 0.20
H -18.532 19.637 -8.351 -0.12 0.50 0.94
N -23.781 13.350 -6.533 -0.01 0.84 0.10
C -19.496 8.332 -9.557 -0.14 -0.04 -1.30
O -15.768 12.086 -9.710 0.55 -0.96 0.53
H -15.737 14.332 -8.560 0.23 -0.53 -0.16
C -14.815 9.897 -8.701 0.83 2.41 0.88
H -20.201 6.261 -3.562 0.46 -0.53 -0.05
F -26.714 19.458 -11.090 -0.59 0.76 -0.88
F -13.462 9.969 -8.540 -0.25 0.92 -0.93
H -16.991 12.147 -8.118 -0.64 -0.19 0.22
C -22.482 6.297 -6.353 -0.13 -1.43 0.80
H -17.400 14.654 -8.400 -0.47 -0.34 -0.31
H -24.333 10.061 -7.255 0.82 0.14 -2.00
C -24.969 8.970 -10.670 -0.87 -0.54 -0.04
O -18.780 19.960 -10.327 -2.59 -0.16 3.57
C -25.761 8.432 -7.517 -2.15 2.04 1.03
H -18.924 7.870 -10.362 0.30 -0.48 0.32
O -19.693 2.727 -8.491 1.34 0.51 0.17
H -22.150 10.754 -10.298 -0.35 0.20 -0.28
H -24.570 13.757 -8.959 -0.02 -0.15 -0.07
C -18.572 11.209 -13.305 -0.22 -2.03 1.29
C -16.701 14.063 -8.992 -0.02 0.84 -0.53
O -24.300 17.064 -6.833 0.77 -1.63 -0.08
C -24.260 6.157 -3.268 1.38 0.38 -2.00
F -20.420 12.520 -10.472 0.85 -0.20 -1.30
H -20.755 15.923 -8.928 -0.39 1.18 -0.21
C -21.766 11.078 -9.331 -1.41 -2.10 2.60
H -19.120 15.656 -8.979 0.40 0.21 0.38
H -18.860 3.890 -6.859 -0.87 -0.29 0.31
H -26.335 7.853 -5.427 0.46 0.48 -0.08
H -22.959 4.634 -7.715 -0.06 0.09 0.17
C -20.699 2.050 -7.795 -4.59 0.18 -2.22
N -21.057 9.845 -5.960 1.10 -0.09 0.57
H -23.579 6.226 -8.199 -0.02 -0.02 -0.22
N -25.171 9.688 -6.833 1.46 0.19 -0.76
O -23.916 8.524 -4.282 0.28 -2.28 0.35
O -23.666 6.753 -5.668 0.05 -1.43 -0.87
H -21.381 10.143 -6.869 -0.56 0.30 -1.67
C -19.415 6.995 -3.386 -1.29 0.46 -0.90
F -21.943 10.221 -13.586 -0.52 -1.43 -0.81
H -18.619 17.626 -7.340 0.63 0.10 -0.64
C -23.500 7.144 -4.324 -1.20 4.19 -0.30
C -24.821 14.671 -8.421 0.29 -0.56 0.78
C -22.754 5.705 -7.714 -0.25 0.72 -0.52
F -21.210 9.184 -15.814 -1.00 -0.77 1.61
H -17.830 3.978 -9.644 0.32 0.20 -0.25
O -21.687 1.763 -8.763 2.32 -0.90 2.37
H -26.566 17.533 -12.793 1.80 0.87 -0.63
H -19.508 10.658 -13.218 0.07 -0.44 0.07
F -21.194 0.020 -6.492 0.69 0.92 0.36
H -25.655 8.282 -11.164 -0.40 -0.02 -0.07
H -25.762 10.502 -6.748 -0.90 -0.31 -0.14
H -20.322 7.671 -9.297 -0.15 0.08 -0.12
H -23.744 16.656 -12.774 -0.20 0.48 0.85
F -23.122 8.037 -12.893 0.88 0.76 -2.00
H -18.251 11.528 -12.313 0.33 -0.78 0.60
O -27.730 16.663 -11.702 1.24 1.25 2.01
C -26.812 8.039 -6.389 0.10 -1.87 -0.49
O -22.657 10.881 -8.264 0.79 0.97 -0.28
H -23.103 13.370 -5.785 0.38 -0.14 0.20
H -24.723 9.512 -5.945 -0.23 -1.50 1.99
H -16.543 12.114 -14.188 0.08 0.49 -0.01
F -21.723 19.660 -8.831 -0.33 0.31 0.80
C -17.110 9.016 -13.184 -0.57 -0.70 1.31
H -27.324 7.087 -6.527 0.47 -0.45 -0.76
H -20.597 12.960 -13.171 -0.36 -0.14 -0.11
C -19.558 17.518 -7.882 -1.90 0.04 -1.34
H -24.721 15.451 -9.176 0.01 0.22 0.38
F -24.707 18.782 -10.921 1.22 -0.18 -1.07
C -17.453 10.275 -13.932 -1.00 1.06 -0.86
H -17.844 2.729 -7.691 0.36 -0.06 0.38
H -15.867 11.055 -13.036 0.92 0.65 1.98
H -23.396 17.064 -8.896 -0.53 -0.61 0.30
H -23.582 12.563 -7.135 1.39 -0.64 -1.56
F -25.540 5.872 -3.560 0.17 -0.07 -0.50
H -16.232 8.418 -13.427 0.32 0.62 -0.75
C -26.455 17.164 -11.773 -3.14 -1.03 -1.94
H -16.568 10.189 -9.920 -0.42 -0.49 0.41
C -20.150 12.782 -14.149 -0.02 0.11 -0.05
H -22.871 15.928 -5.708 0.33 0.32 -0.14
H -18.968 5.152 -9.170 0.05 0.38 0.50
H -26.997 8.230 -9.392 0.48 -0.89 0.14
H -24.246 13.943 -11.596 0.25 -0.10 -0.04
F -22.310 6.925 -15.085 -0.01 2.18 0.70
F -23.633 9.182 -15.186 0.70 -0.60 0.62
H -19.408 9.727 -3.582 -0.84 0.34 -0.08
H -25.869 14.594 -8.132 0.00 0.26 0.23
F -24.249 6.549 -2.029 -0.23 1.90 1.81
F -26.143 18.158 -9.556 -0.40 -1.02 1.55
C -20.633 20.379 -8.489 0.55 -0.73 -1.08
H -22.037 5.437 -5.853 0.09 0.12 0.81
F -15.291 10.265 -7.463 -0.47 1.50 0.09
H -22.718 14.734 -12.203 0.10 -0.42 0.58
As -22.195 8.594 -14.384 1.02 -0.16 0.80
C -19.523 9.824 -5.889 -1.19 0.45 1.28
H -16.935 9.255 -12.135 0.00 0.19 0.15
H -20.704 12.063 -14.753 -0.01 -0.31 0.35
H -24.640 12.997 -6.137 -0.86 0.96 0.42
H -17.923 11.144 -6.058 0.20 0.39 0.47
H -20.106 15.439 -7.507 0.68 -0.22 0.54
C -23.432 17.540 -7.916 0.37 1.21 1.26
H -18.889 8.473 -8.663 0.19 0.13 -0.20
H -24.549 9.550 -11.492 0.13 0.42 0.64
H -20.296 17.865 -7.160 -0.33 -0.11 0.41
F -20.589 12.997 -8.439 0.34 -0.45 1.67
C -23.796 14.745 -7.240 0.08 -0.91 -2.53
H -19.390 11.989 -5.449 0.04 -0.04 0.01
O -20.604 10.268 -9.075 -1.68 1.33 0.59
C -15.569 10.626 -9.912 1.23 2.58 -3.73
H -17.294 5.078 -8.368 -0.26 0.24 0.07
H -21.862 5.868 -8.319 -0.04 -0.16 -0.18
C -23.755 14.471 -12.413 0.00 1.92 0.53
F -20.689 8.133 -13.533 -0.87 0.13 -0.77
H -24.546 15.467 -5.499 -0.46 0.85 0.47
H -23.694 13.849 -13.306 -0.53 0.09 -0.05
C -19.865 16.113 -8.328 -0.32 -1.61 0.27
O -25.570 16.049 -11.679 2.67 -0.19 0.04
H -22.423 7.158 -4.157 0.23 -0.79 0.86
C -20.187 0.891 -6.836 -1.25 -0.12 -2.68
F -22.172 13.398 -9.719 -2.06 0.65 -0.30
C -25.972 18.373 -10.857 -1.24 -0.94 0.30
H -22.425 17.598 -7.503 0.19 -0.13 -0.17
F -15.060 8.651 -8.668 -0.97 -4.02 -1.38
O -14.979 10.625 -11.189 -0.86 -1.52 2.45
C -19.359 19.613 -9.060 2.76 0.80 -3.97
H -17.829 12.370 -9.709 -0.26 -0.08 0.02
C -21.282 12.477 -9.455 1.35 0.96 -0.70
H -27.717 8.623 -6.218 0.51 1.16 -0.44
H -21.232 2.771 -7.176 0.44 0.47 1.33
F -20.908 21.606 -8.967 0.68 -0.05 0.73
H -18.044 9.202 -4.420 0.38 0.02 -0.37
C -26.471 8.989 -8.812 -0.13 -0.54 -0.09
H -27.358 9.505 -8.443 0.29 1.04 0.06
H -21.482 10.494 -5.313 0.06 0.10 0.51
H -17.643 10.104 -14.992 -0.57 -0.19 0.05
N -16.261 11.172 -13.958 0.27 -0.99 -0.12
O -19.601 7.866 -4.520 -0.30 0.17 0.04
C -19.132 9.198 -4.493 0.78 -0.24 -0.76
H -24.948 7.729 -7.695 -0.20 0.12 0.38
H -17.906 8.272 -13.195 -0.43 0.36 -0.24
H -22.835 14.829 -7.748 0.23 -0.63 0.06
F -19.564 1.314 -5.751 -0.05 0.58 1.58
H -19.761 7.452 -2.459 0.61 0.41 0.21
H -16.706 14.358 -10.041 0.06 0.87 0.13
C -19.962 9.669 -10.150 2.04 -1.19 0.90
C -19.002 11.262 -6.163 0.93 -1.54 0.03
C -18.155 4.545 -8.771 -0.37 -1.64 -0.46
O -18.795 12.388 -13.939 0.76 1.62 -2.38
H -18.419 6.553 -3.372 -0.04 0.15 0.20
C -18.672 3.425 -7.827 0.97 0.58 -0.65
F -23.540 5.021 -3.179 -0.01 -1.11 -1.02
H -20.166 13.714 -14.715 0.37 0.06 0.18
H -24.850 15.677 -13.636 -1.01 0.79 -0.21
O -19.768 18.244 -9.091 0.81 -0.32 0.78
H -19.259 9.053 -6.612 0.26 0.44 -0.21
H -21.683 7.038 -6.371 -0.16 0.57 -0.09
H -19.056 11.630 -7.187 -0.81 -0.32 0.04
H -24.238 8.295 -10.224 0.38 0.48 0.32
C -23.826 15.840 -6.227 -1.72 0.77 -0.44
```
Forces are in eV/Å.

Properties
total charge = -3
lowest unoccupied orbital energy = 2.87 eV
HOMO-LUMO gap = 3.935 eV
electronic energy = -7629.59987 hartree


Question: Look up the electronic energy of the second one.
Answer: -7629.59987 hartree


Question: electronic energy of number 1 (C8H13IrNP)?
Answer: -812.74298 hartree


Question: The lowest electronic energy belongs to which entry?
Answer: C40H84AsF24N4O16